# 1
Here is BrCl2OP in the gas phase at a distorted geometry from the Open Molecules 2025 dataset. Energies are from ωB97M-V/def2-TZVPD.

Positions of all 5 atoms, in Å:
O1 1.36 0.05 -1.25
P1 0.03 0.04 -0.07
Cl1 -1.52 1.20 -0.61
Cl2 0.80 0.87 1.55
Br1 -0.67 -2.17 0.39

## Properties
**ΔE to the lowest compared entry with this formula, charge and spin**: 0.0 kJ/mol
**SMILES**: O=P(Cl)(Cl)Br
**Charge**: 0
**HOMO energy**: -0.3817 Ha
**LUMO**: -0.0731 hartree


# 2
Here is 2 unconnected molecules or ions with the total composition BrClFNO at a distorted geometry from the Open Molecules 2025 dataset. Energies are from ωB97M-V/def2-TZVPD.

Positions of all 5 atoms, in Å:
N1 0.23 -0.27 -0.86
O1 -0.32 -0.76 0.01
F1 1.33 0.57 -0.52
Cl1 -0.68 0.22 1.70
Br1 -2.01 2.04 -0.71

## Properties
**ΔE to the lowest compared entry with this formula, charge and spin**: 42.4 kJ/mol
**Charge**: 0
**2S+1**: 3
**HOMO energy (spin up / spin down)**: -0.3988 / -0.4030 Ha
**LUMO (spin up / spin down)**: -0.0531 / -0.1314 hartree


# 3
Here is BrClH2O2Si in the gas phase at a distorted geometry from the Open Molecules 2025 dataset. Energies are from ωB97M-V/def2-TZVPD.

Positions of all 7 atoms, in Å:
O1 -0.97 -0.32 1.42
Si1 0.16 0.25 -0.02
O2 -0.75 0.13 -1.36
Cl1 0.68 2.26 0.09
Br1 1.93 -1.13 0.02
H1 -0.37 -0.75 1.97
H2 -0.67 -0.44 -2.12

## Properties
**ΔE to the lowest compared entry with this formula, charge and spin**: 88.3 kJ/mol
**SMILES**: O[Si](O)(Cl)Br
**Charge**: 0
**HOMO energy**: -0.4148 Ha
**LUMO**: 0.0030 hartree


# 4
Here is a molecular structure, BrCr at a distorted geometry from the Open Molecules 2025 dataset. Energies are from ωB97M-V/def2-TZVPD.

Positions of all 2 atoms, in Å:
Cr1 -0.76 -0.49 0.93
Br1 0.76 0.49 -0.93

## Properties
**Charge**: 0
**2S+1**: 6
**HOMO energy (spin up / spin down)**: -0.3171 / -0.3352 Ha
**LUMO (spin up / spin down)**: -0.0534 / -0.0470 hartree


# 5
Here is BrFHOP in the gas phase at a distorted geometry from the Open Molecules 2025 dataset. Energies are from ωB97M-V/def2-TZVPD.

Positions of all 5 atoms, in Å:
O1 -0.08 -1.10 -0.13
P1 -0.78 0.21 -0.43
F1 -0.96 0.66 1.37
Br1 0.95 1.39 -0.66
H1 0.88 -1.15 -0.14

## Properties
**ΔE to the lowest compared entry with this formula, charge and spin**: 83.1 kJ/mol
**SMILES**: OP(F)Br
**Charge**: 0
**HOMO energy**: -0.3968 Ha
**LUMO**: 0.0197 hartree


# 6
Here is 8 unconnected molecules or ions with the total composition BrH14O7 from the Open Molecules 2025 dataset. Energies are from ωB97M-V/def2-TZVPD.

Positions of all 22 atoms, in Å:
Br1 0.28 -0.12 -0.50
O1 -0.98 1.36 2.53
H1 -0.62 0.73 3.16
H2 -0.51 1.15 1.71
O2 1.65 1.48 -3.14
H3 1.17 0.98 -3.81
H4 1.36 1.08 -2.30
O3 -1.53 2.66 -1.57
H5 -0.98 2.83 -2.35
H6 -1.00 2.01 -1.08
O4 2.17 -2.07 1.64
H7 1.47 -2.53 2.11
H8 1.73 -1.28 1.27
O5 2.17 2.65 1.22
H9 2.97 2.11 1.24
H10 1.48 2.01 0.97
O6 -3.31 -1.60 -0.66
H11 -3.68 -2.22 -0.03
H12 -2.35 -1.66 -0.53
O7 -0.56 -3.46 -0.25
H13 -0.78 -3.55 0.68
H14 -0.14 -2.58 -0.32

## Properties
**ΔE to the lowest compared entry with this formula, charge and spin**: 59.1 kJ/mol
**Charge**: -1
**HOMO energy**: -0.2299 Ha
**LUMO**: 0.1061 hartree


# 7
Here is 2 unconnected molecules or ions with the total composition BrH2NOS at a distorted geometry from the Open Molecules 2025 dataset. Energies are from ωB97M-V/def2-TZVPD.

Positions of all 6 atoms, in Å:
N1 0.27 1.93 1.17
O1 0.87 -1.18 -1.46
S1 -0.13 0.74 1.83
Br1 -2.35 0.02 1.86
H1 0.16 -0.68 -1.13
H2 1.18 -0.82 -2.28

## Properties
**ΔE to the lowest compared entry with this formula, charge and spin**: 93.5 kJ/mol
**Charge**: 0
**HOMO energy**: -0.3808 Ha
**LUMO**: -0.0629 hartree


# 8
Here is BrH2NOS in the gas phase at a distorted geometry from the Open Molecules 2025 dataset. Energies are from ωB97M-V/def2-TZVPD.

Positions of all 6 atoms, in Å:
N1 0.97 0.14 -0.90
S1 -0.09 -0.37 0.13
O1 -0.10 -1.76 0.18
Br1 -2.03 0.57 0.23
H1 1.12 1.19 -0.94
H2 0.14 0.23 1.30

## Properties
**ΔE to the lowest compared entry with this formula, charge and spin**: 184.3 kJ/mol
**SMILES**: N=[S@H](=O)Br
**Charge**: 0
**HOMO energy**: -0.3787 Ha
**LUMO**: -0.0142 hartree


# 9
Here is 2 unconnected molecules or ions with the total composition BrH2PS at a distorted geometry from the Open Molecules 2025 dataset. Energies are from ωB97M-V/def2-TZVPD.

Positions of all 5 atoms, in Å:
P1 -0.91 0.21 -0.23
S1 0.21 1.03 -3.23
Br1 1.69 -0.41 -3.65
H1 0.35 -0.50 0.00
H2 -0.37 1.42 -0.47

## Properties
**ΔE to the lowest compared entry with this formula, charge and spin**: 330.6 kJ/mol
**Charge**: 0
**HOMO energy (spin up / spin down)**: -0.3190 / -0.3188 Ha
**LUMO (spin up / spin down)**: -0.1086 / -0.1086 hartree


# 10
Here is BrH3N2 in the gas phase at a distorted geometry from the Open Molecules 2025 dataset. Energies are from ωB97M-V/def2-TZVPD.

Positions of all 6 atoms, in Å:
N1 -0.15 0.07 0.80
N2 -0.27 0.43 -0.60
Br1 0.30 -0.93 -1.82
H1 -0.89 -0.49 1.19
H2 0.68 -0.36 1.09
H3 0.34 1.27 -0.66

## Properties
**ΔE to the lowest compared entry with this formula, charge and spin**: 109.7 kJ/mol
**Charge**: 0
**2S+1**: 3
**HOMO energy (spin up / spin down)**: -0.2284 / -0.3594 Ha
**LUMO (spin up / spin down)**: 0.0434 / -0.0996 hartree


# 11
Here is 2 unconnected molecules or ions with the total composition BrH3O3Si at a distorted geometry from the Open Molecules 2025 dataset. Energies are from ωB97M-V/def2-TZVPD.

Positions of all 8 atoms, in Å:
O1 -0.85 -1.55 -1.05
O2 1.33 -0.48 0.88
O3 0.29 1.45 -0.72
Si1 0.05 0.25 0.33
Br1 -1.49 0.83 1.78
H1 -1.64 -1.29 -1.54
H2 1.30 -0.85 1.74
H3 1.02 1.64 -1.41

## Properties
**ΔE to the lowest compared entry with this formula, charge and spin**: 277.1 kJ/mol
**Charge**: 0
**HOMO energy**: -0.3432 Ha
**LUMO**: -0.0061 hartree


# 12
Here is 2 unconnected molecules or ions with the total composition BrH3O3Si at a distorted geometry from the Open Molecules 2025 dataset. Energies are from ωB97M-V/def2-TZVPD.

Positions of all 8 atoms, in Å:
O1 -3.87 2.73 -0.28
Si1 -3.02 1.51 -0.01
O2 -1.45 1.20 0.33
Br1 -4.15 -0.34 -0.05
H1 -1.04 0.36 0.54
O3 -1.55 -2.37 -0.24
H2 -1.27 -3.23 -0.40
H3 -2.38 -2.26 -0.55

## Properties
**ΔE to the lowest compared entry with this formula, charge and spin**: 263.1 kJ/mol
**SMILES**: O=[Si](O)Br.O
**Charge**: 0
**HOMO energy**: -0.3998 Ha
**LUMO**: -0.0118 hartree


Look up the charge of the eleventh one.
0